*one*
{
  "formula": "C10H15NO",
  "method": "ωB97M-V with the def2-TZVPD basis set",
  "lumo_ev": 0.84,
  "orbital_gap_ev": 9.92,
  "elements": ["C", "C", "C", "O", "N", "H", "H", "H", "H", "H", "H", "H", "C", "C", "C", "C", "C", "C", "C", "H", "H", "H", "H", "H", "H", "H", "H"],
  "positions_angstrom": [[0.95394, -1.83310, 0.49919], [1.97079, -0.87293, -0.11344], [0.41066, -2.69781, -0.63287], [0.92122, -2.69474, -1.77071], [-0.61160, -3.61075, -0.37820], [1.43813, -2.37366, 1.34327], [0.14792, -1.23889, 1.04591], [2.97451, -1.47429, -0.18309], [2.01159, -0.06537, 0.64320], [-0.89604, -4.08471, -1.20784], [-1.37122, -3.40709, 0.27132], [1.62603, -0.52451, -1.14224], [0.74400, 3.41121, 0.29677], [-1.01467, 0.31638, -1.14187], [-1.86160, -0.04117, -0.11787], [-0.21714, 1.41007, -1.02452], [-0.21214, 2.22861, 0.09401], [-1.89664, 0.81076, 1.05788], [-1.07589, 1.92891, 1.16808], [-1.02523, -0.38322, -1.97615], [-2.62945, -0.84425, -0.10224], [0.30591, 1.71478, -1.94885], [-2.53508, 0.51981, 1.92580], [1.53939, 3.04564, 0.96119], [0.21858, 4.23351, 0.88620], [-1.08143, 2.62655, 2.16007], [1.16543, 3.90024, -0.61302]],
  "mulliken_charge": [-0.178, -0.943, 0.346, -0.613, -0.454, 0.458, 0.121, 0.366, 0.234, 0.254, 0.246, 0.179, -1.303, -0.197, -0.579, -0.515, 0.759, -0.279, -0.380, 0.363, 0.432, 0.246, 0.326, 0.265, 0.338, 0.164, 0.348]
}



*two*
{
  "formula": "C10H15NO",
  "method": "ωB97M-V with the def2-TZVPD basis set",
  "lumo_ev": [0.00, -0.04],
  "orbital_gap_ev": [8.52, 6.64],
  "elements": ["C", "C", "C", "C", "C", "C", "C", "C", "C", "C", "N", "O", "H", "H", "H", "H", "H", "H", "H", "H", "H", "H", "H", "H", "H", "H", "H"],
  "positions_angstrom": [[0.53269, -3.17036, 0.15846], [2.00300, 0.23628, 1.71169], [0.66514, -1.80050, -0.19375], [1.05340, -0.26802, 2.35782], [0.85569, 0.90920, -1.59727], [-2.07027, 0.46119, 0.83160], [-1.69088, -0.95552, 0.36347], [-1.34442, 1.26682, -0.27992], [-0.36159, -0.83158, -0.24830], [0.70353, 2.38070, -2.10519], [-0.22298, 0.47310, -0.75420], [1.70456, 0.10616, -2.01736], [1.28835, -3.81766, 0.50367], [-0.50015, -3.28777, 0.63837], [3.12487, -0.03301, 1.84500], [1.74653, 0.94393, 0.94813], [1.62710, -1.38723, -0.47755], [0.93873, -1.26959, 2.88366], [-3.10849, 0.65763, 0.81862], [-1.78953, 0.70770, 1.86123], [-1.60035, -1.65375, 1.16365], [-2.39049, -1.36617, -0.42067], [-2.19613, 1.48284, -1.05596], [-0.92384, 2.23979, 0.00329], [-0.20759, 2.33567, -2.81725], [1.54226, 2.55021, -2.78140], [0.62087, 3.08994, -1.33983]],
  "mulliken_charge": [-0.983, -0.153, -0.097, -0.455, 0.781, -0.774, -0.692, -0.685, 0.251, -1.296, 0.281, -0.613, 0.354, 0.206, 0.224, 0.125, 0.306, 0.253, 0.407, 0.314, 0.429, 0.202, 0.250, 0.329, 0.302, 0.366, 0.370]
}



Stability, highest: *one*



*one*
{
  "formula": "C10H15NO",
  "method": "ωB97M-V with the def2-TZVPD basis set",
  "lumo_ev": 0.72,
  "orbital_gap_ev": 9.78,
  "elements": ["C", "C", "C", "C", "C", "C", "C", "C", "H", "H", "H", "H", "H", "H", "H", "H", "H", "H", "C", "C", "O", "N", "H", "H", "H", "H", "H"],
  "positions_angstrom": [[-0.61004, 0.09616, -0.80030], [-0.73305, -0.60234, -2.16283], [-0.87182, -0.87802, 0.30563], [0.22253, -1.46975, 0.93761], [-2.13235, -1.32420, 0.62720], [0.06128, -2.62219, 1.68834], [-2.33871, -2.45107, 1.43214], [-1.22719, -3.08500, 1.94669], [0.39142, 0.54115, -0.76877], [-1.28887, 0.95380, -0.75805], [-1.74774, -0.75132, -2.52779], [1.21386, -1.07048, 0.74220], [-2.98137, -0.80459, 0.20461], [0.89244, -3.12866, 2.15545], [-3.32949, -2.87359, 1.47890], [-1.30534, -3.90047, 2.66398], [-0.16593, -1.52669, -2.11599], [-0.22880, -0.00190, -2.92526], [0.99654, 3.03663, 0.49871], [2.32180, 2.50083, 0.00961], [3.23152, 2.12757, 0.71533], [2.50355, 2.62765, -1.34690], [1.14792, 4.00982, 0.96952], [0.48425, 2.31432, 1.11620], [3.37745, 2.32462, -1.74308], [1.72208, 2.64031, -1.97963], [0.39406, 3.31740, -0.36350]],
  "mulliken_charge": [-0.108, -1.287, 0.331, -0.201, -0.286, -0.626, -0.666, -0.268, -0.166, 0.400, 0.343, 0.347, 0.367, 0.376, 0.362, 0.333, 0.339, 0.372, -0.854, 0.638, -0.618, -0.405, 0.320, 0.207, 0.224, 0.215, 0.311]
}



*two*
{
  "formula": "C10H15NO",
  "method": "ωB97M-V with the def2-TZVPD basis set",
  "lumo_ev": 0.72,
  "orbital_gap_ev": 8.72,
  "elements": ["C", "C", "C", "C", "C", "C", "C", "C", "C", "C", "H", "H", "H", "H", "H", "H", "H", "H", "H", "H", "H", "H", "H", "H", "H", "N", "O"],
  "positions_angstrom": [[-2.86192, 0.28534, 0.37918], [-2.52070, -1.00500, -0.36058], [-1.09729, -1.26559, -0.74384], [-0.00258, -0.52445, 0.18102], [1.25752, -1.32510, -0.02856], [2.36799, -0.74560, 0.86070], [2.41206, 0.80405, 0.72168], [1.52247, 1.26950, -0.51431], [-0.87865, 1.64424, -0.39086], [-2.15417, 1.55923, 0.12036], [-3.02543, -1.12199, -1.37219], [-2.92559, -1.86053, 0.24507], [-0.79350, -2.33663, -0.54876], [-0.92933, -0.87661, -1.76147], [-0.35909, -0.60221, 1.20545], [1.47017, -1.28061, -1.08385], [0.93433, -2.30130, 0.21736], [2.19815, -1.02883, 1.94158], [3.33695, -1.09455, 0.43271], [3.43744, 1.20237, 0.59729], [1.97872, 1.32475, 1.63018], [1.95979, 0.95698, -1.46944], [1.49877, 2.42424, -0.60950], [-0.42155, 2.55805, -0.87514], [-2.76672, 2.42072, 0.34886], [0.17324, 0.81156, -0.27164], [-3.81107, 0.10798, 1.14868]],
  "mulliken_charge": [0.440, -0.335, -0.797, 0.097, -1.228, -0.578, -0.676, -0.600, 0.134, -0.883, 0.268, 0.199, 0.311, 0.354, 0.265, 0.414, 0.504, 0.279, 0.337, 0.418, 0.234, 0.245, 0.381, 0.274, 0.377, 0.214, -0.649]
}



Stability, highest: *one*



*one*
{
  "formula": "C3H3N3",
  "method": "ωB97M-V with the def2-TZVPD basis set",
  "lumo_ev": 0.47,
  "orbital_gap_ev": 10.97,
  "elements": ["C", "C", "C", "H", "H", "H", "N", "N", "N"],
  "positions_angstrom": [[-0.37848, 1.19047, -0.27141], [-0.79255, -0.96367, -0.23305], [1.17588, -0.23786, 0.50400], [-0.70534, 2.25204, -0.33794], [-1.46137, -1.78453, -0.46002], [2.17788, -0.43735, 0.91474], [-1.22910, 0.24743, -0.56527], [0.34872, -1.26736, 0.34218], [0.87462, 1.02511, 0.20681]],
  "mulliken_charge": [0.144, 0.112, 0.133, 0.357, 0.389, 0.366, -0.497, -0.500, -0.504]
}



*two*
{
  "formula": "C3H3N3",
  "method": "ωB97M-V with the def2-TZVPD basis set",
  "lumo_ev": 0.19,
  "orbital_gap_ev": 11.28,
  "elements": ["C", "C", "C", "N", "N", "N", "H", "H", "H"],
  "positions_angstrom": [[1.85292, -0.33584, 0.07510], [-2.12837, -1.16115, -0.24295], [0.81028, 0.60449, 0.31703], [2.54669, -1.15713, -0.25464], [-2.31899, -0.05669, 0.00962], [0.69479, 1.52381, -0.49777], [0.31072, 0.50362, 1.25836], [-1.86109, -2.15114, -0.41065], [0.09306, 2.23003, -0.25410]],
  "mulliken_charge": [0.342, 0.092, -0.207, -0.353, -0.370, -0.501, 0.426, 0.294, 0.277]
}



Stability, highest: *one*



*one*
{
  "formula": "C4H3NOS",
  "method": "ωB97M-V with the def2-TZVPD basis set",
  "lumo_ev": -1.98,
  "orbital_gap_ev": 7.10,
  "elements": ["C", "C", "C", "C", "H", "H", "H", "N", "O", "S"],
  "positions_angstrom": [[-0.83001, 0.31704, 0.97950], [-0.71830, -0.26347, -0.42788], [0.03817, -1.31650, -1.12390], [1.21048, -1.72917, -1.52667], [1.48605, 2.37757, 1.50849], [-1.48904, -0.05264, 1.67189], [1.60862, -2.51670, -2.19571], [-0.17200, 1.34639, 1.55506], [1.07823, 1.58513, 0.85432], [-2.21220, 0.25234, -1.29512]],
  "mulliken_charge": [-0.114, 0.182, -0.077, -0.285, 0.367, 0.427, 0.304, -0.267, -0.398, -0.138]
}



*two*
{
  "formula": "C4H3NOS",
  "method": "ωB97M-V with the def2-TZVPD basis set",
  "lumo_ev": -0.02,
  "orbital_gap_ev": 8.09,
  "elements": ["C", "C", "C", "C", "N", "O", "S", "H", "H", "H"],
  "positions_angstrom": [[-0.50805, 0.29074, -0.18240], [1.82955, -0.92085, 0.32039], [-1.75159, 0.44103, 0.14589], [0.31200, -1.08233, 0.02833], [0.51126, 1.25310, -0.40279], [-2.92058, 0.46657, 0.23174], [2.08396, 0.68964, 0.12626], [-0.14636, -1.70228, 0.79853], [0.28072, -1.64894, -0.90962], [0.30908, 2.21332, -0.15633]],
  "mulliken_charge": [0.007, -0.297, 0.488, -0.432, -0.376, -0.413, 0.103, 0.354, 0.299, 0.268]
}



*three*
{
  "formula": "C4H3NOS",
  "method": "ωB97M-V with the def2-TZVPD basis set",
  "lumo_ev": -0.60,
  "orbital_gap_ev": 8.49,
  "elements": ["C", "C", "C", "C", "H", "H", "H", "N", "O", "S"],
  "positions_angstrom": [[1.92868, 1.61574, -0.27830], [-0.39507, -0.42861, 0.24739], [-1.45651, -1.23698, 0.18209], [-2.44820, -1.85469, -0.38413], [2.68371, 2.20746, 0.04198], [0.10371, -0.11694, -0.65122], [-3.18845, -2.74950, -0.54078], [-0.06578, 0.11683, 1.33708], [2.00850, 0.88058, -1.24637], [0.82940, 1.56610, 1.29225]],
  "mulliken_charge": [0.029, 0.412, -0.348, -0.341, 0.390, 0.400, 0.307, -0.428, -0.426, 0.006]
}



*four*
{
  "formula": "C4H3NOS",
  "method": "ωB97M-V with the def2-TZVPD basis set",
  "lumo_ev": -0.74,
  "orbital_gap_ev": 8.71,
  "elements": ["C", "C", "C", "C", "H", "H", "H", "N", "O", "S"],
  "positions_angstrom": [[0.04748, 0.08311, 0.04783], [-1.13633, -0.48288, -0.70837], [1.10541, -0.88333, 0.23231], [1.97664, -1.70954, 0.26323], [-0.48664, 3.31015, 0.99237], [-1.98958, 0.17670, -0.74873], [2.70555, -2.54582, 0.31009], [0.13215, 1.25743, 0.50789], [-1.20808, -1.60370, -1.13293], [-1.14660, 2.39788, 0.23631]],
  "mulliken_charge": [0.421, -0.156, -0.385, 0.212, 0.190, 0.360, 0.384, -0.432, -0.422, -0.173]
}



Stability, highest: *four*



*one*
{
  "formula": "C3H5NO3",
  "method": "ωB97M-V with the def2-TZVPD basis set",
  "lumo_ev": -0.11,
  "orbital_gap_ev": 9.70,
  "elements": ["C", "N", "C", "C", "O", "O", "O", "H", "H", "H", "H", "H"],
  "positions_angstrom": [[-1.47300, -0.70151, 1.20742], [-0.34481, -0.35497, 0.61280], [-0.20929, 0.10640, -0.71859], [1.17244, 0.35377, -1.18464], [2.00384, 0.53582, 0.13174], [1.76832, 0.69852, -2.19677], [-1.69287, -1.89237, 1.52941], [-2.29638, 0.11057, 1.24661], [0.61707, -0.43006, 0.99066], [-0.61745, -0.80376, -1.23527], [-0.88011, 0.97521, -0.99910], [1.95224, 1.40238, 0.61573]],
  "mulliken_charge": [0.048, -0.064, -0.363, 0.504, -0.638, -0.458, -0.529, 0.292, 0.257, 0.305, 0.312, 0.335]
}



*two*
{
  "formula": "C3H5NO3",
  "method": "ωB97M-V with the def2-TZVPD basis set",
  "lumo_ev": 0.61,
  "orbital_gap_ev": 10.53,
  "elements": ["C", "C", "C", "N", "O", "O", "O", "H", "H", "H", "H", "H"],
  "positions_angstrom": [[1.75395, -0.28913, -0.13867], [0.46045, 0.13918, -0.14947], [-0.41722, 0.69135, -1.22148], [-1.18294, -0.50037, 1.59751], [-1.44032, -0.34381, 2.71691], [-0.12840, 0.35761, 1.14006], [-1.65098, -1.23830, 0.77465], [2.33706, -0.37197, 0.75387], [2.38212, -0.73840, -1.05119], [-1.14611, -0.06607, -1.43326], [-1.05031, 1.55643, -0.85206], [0.08270, 0.80347, -2.13688]],
  "mulliken_charge": [-0.712, 0.644, -1.092, 1.082, -0.546, -0.330, -0.518, 0.296, 0.207, 0.330, 0.277, 0.362]
}



*three*
{
  "formula": "C3H5NO3",
  "method": "ωB97M-V with the def2-TZVPD basis set",
  "lumo_ev": 0.97,
  "orbital_gap_ev": 11.76,
  "elements": ["C", "C", "C", "N", "O", "O", "O", "H", "H", "H", "H", "H"],
  "positions_angstrom": [[-0.97141, 0.01192, -0.29207], [1.36022, -1.04259, 0.95866], [-0.30575, -0.57209, -1.61160], [1.96861, -0.23278, 1.53731], [-1.71841, -0.52607, 0.44831], [-0.81164, 1.83110, 1.09906], [-0.35542, 1.15616, -0.07074], [-0.77229, 0.01221, -2.30521], [-0.54641, -1.67162, -1.70794], [0.76924, -0.34178, -1.44358], [2.80220, 0.21644, 1.99296], [-1.41894, 1.15911, 1.39485]],
  "mulliken_charge": [0.680, -0.095, -0.994, -0.179, -0.587, -0.316, -0.135, 0.403, 0.251, 0.327, 0.296, 0.349]
}



Stability, highest: *one*